No. 1
Molecular formula: C103H220N12O12
Method: DFT, ωB97M-V/def2-TZVPD

Each line ends with the Löwdin charge.
Cartesian coordinates (Å):
C  10.09160  -4.09939  22.97892  -0.023
C  9.11376  -3.52426  24.09385  -0.436
C  9.88009  -3.10990  25.34574  -0.036
C  8.55729  -2.16015  23.43747  -0.117
C  7.64229  -2.46014  22.30176  -0.200
C  6.44757  -3.30337  22.82804  -0.109
C  6.85989  -4.62330  23.53584  -0.469
C  5.64870  -4.99048  24.43619  -0.022
C  7.06885  -5.74275  22.49562  -0.032
N  8.04270  -4.46154  24.40425  -0.116
O  8.48652  -5.64503  24.99897  -0.002
H  10.92882  -3.43627  22.76112  0.075
H  10.43586  -5.05712  23.36923  0.073
H  9.67719  -4.41053  22.01998  0.053
H  10.75079  -2.50881  25.08365  0.084
H  9.34035  -2.42840  26.00328  0.077
H  10.07471  -3.92345  26.04456  0.079
H  8.12161  -1.36270  24.03944  0.110
H  9.34094  -1.69683  22.83804  0.093
H  7.40062  -1.53104  21.78554  0.098
H  7.98456  -2.99621  21.41656  0.092
H  5.73710  -3.53601  22.03481  0.098
H  5.83429  -2.65578  23.45461  0.095
H  4.80830  -5.19718  23.77353  0.086
H  5.34725  -4.21924  25.14500  0.069
H  5.96405  -5.81350  25.07749  0.080
H  7.99504  -5.66188  21.92665  0.059
H  6.14946  -5.77678  21.91109  0.084
H  7.11855  -6.76236  22.87772  0.082
H  8.79617  -6.24753  24.31874  0.082
C  3.43093  -0.43076  19.69050  -0.011
C  3.50228  0.70584  18.67382  -0.454
C  2.18567  0.73033  17.86400  -0.006
C  3.59863  2.02545  19.37907  -0.166
C  4.90951  2.13585  20.06704  -0.185
C  6.08969  2.12469  19.07549  -0.115
C  6.13380  0.82579  18.18520  -0.438
C  6.84920  1.33173  16.92089  -0.027
C  6.90587  -0.20906  18.95753  -0.022
N  4.69157  0.54678  17.73745  -0.073
O  4.67521  -0.56960  16.90108  -0.015
H  2.61833  -0.19344  20.37713  0.084
H  3.29523  -1.41219  19.23607  0.073
H  4.33042  -0.59026  20.28512  0.064
H  1.33984  0.51660  18.51744  0.069
H  1.96755  1.59040  17.23093  0.089
H  2.21729  -0.10648  17.16623  0.047
H  3.59610  2.93624  18.78025  0.106
H  2.77343  2.21857  20.06452  0.118
H  4.81454  3.05973  20.63759  0.095
H  5.04369  1.30074  20.75457  0.103
H  6.96366  2.48731  19.61657  0.102
H  5.90376  3.00270  18.45692  0.098
H  6.98279  0.58017  16.14282  0.059
H  7.81183  1.74944  17.21577  0.084
H  6.19141  2.06246  16.45030  0.067
H  6.33401  -0.86130  19.61758  0.067
H  7.72518  0.28942  19.47555  0.079
H  7.30930  -0.82433  18.15332  0.076
H  4.02820  -0.25529  16.26533  0.059
C  10.49014  0.24725  11.46295  -0.033
C  9.45726  0.85766  12.42062  -0.489
C  10.09177  1.84467  13.37473  -0.053
C  8.60778  1.83253  11.51125  -0.110
C  7.42537  1.13131  10.68608  -0.160
C  6.58004  0.30390  11.61813  -0.140
C  7.39934  -0.68510  12.49068  -0.465
C  6.48259  -1.01479  13.71620  -0.034
C  7.77339  -1.93876  11.68972  -0.037
N  8.60199  -0.13733  13.11036  -0.109
O  9.33860  -0.98813  13.97623  -0.003
H  11.02728  -0.60697  11.87512  0.081
H  9.94145  -0.21435  10.64198  0.064
H  11.24267  0.91654  11.04602  0.084
H  9.43554  2.33425  14.09429  0.084
H  10.87466  1.42283  14.00499  0.068
H  10.56077  2.56570  12.70520  0.085
H  8.10176  2.59046  12.10924  0.105
H  9.23432  2.34116  10.77857  0.111
H  6.83531  1.89304  10.17648  0.105
H  7.87006  0.51654  9.90352  0.098
H  5.91683  -0.30973  11.00845  0.118
H  5.90315  0.86827  12.25954  0.110
H  6.06591  -0.14655  14.22671  0.064
H  6.89651  -1.66836  14.48407  0.072
H  5.64230  -1.65786  13.45453  0.074
H  6.92075  -2.56839  11.43540  0.078
H  8.43903  -2.65580  12.17022  0.078
H  8.37466  -1.86810  10.78330  0.071
H  9.17156  -0.58398  14.83085  0.075
C  7.55525  -6.50721  16.56452  -0.007
C  7.11592  -6.30407  18.09282  -0.425
C  7.43816  -7.53836  18.96663  -0.033
C  7.94442  -5.07471  18.70814  -0.146
C  7.39056  -3.75309  18.36349  -0.194
C  5.88661  -3.66061  18.72938  -0.089
C  5.06647  -4.73042  17.92505  -0.459
C  3.65860  -4.64897  18.48937  -0.049
C  4.87537  -4.37494  16.40507  -0.010
N  5.65415  -6.08850  18.13793  -0.150
O  4.88304  -7.07874  17.61580  0.004
H  7.36208  -5.56875  16.04484  0.056
H  8.58555  -6.84381  16.44936  0.081
H  6.90370  -7.27580  16.14877  0.068
H  8.44051  -7.48054  19.39094  0.078
H  6.69217  -7.65479  19.75278  0.079
H  7.33471  -8.43273  18.35221  0.074
H  7.98625  -5.14458  19.79509  0.081
H  9.01123  -5.23351  18.55068  0.118
H  8.03034  -3.11293  18.97092  0.087
H  7.62870  -3.47873  17.33582  0.111
H  5.48542  -2.71575  18.36280  0.087
H  5.66484  -3.69880  19.79591  0.104
H  3.24889  -3.64857  18.34993  0.071
H  3.61706  -5.00688  19.51809  0.089
H  2.94566  -5.29712  17.97976  0.081
H  4.29767  -3.45583  16.30710  0.065
H  4.39444  -5.22095  15.91409  0.076
H  5.81639  -4.28884  15.86177  0.060
H  4.96046  -6.92423  16.67148  0.072
C  -0.88173  -1.51940  21.79834  -0.045
C  -1.63850  -1.17435  20.49490  -0.469
C  -0.81562  -1.93929  19.39446  -0.028
C  -3.08410  -1.71199  20.63065  -0.141
C  -3.98597  -1.25887  19.50057  -0.200
C  -4.09368  0.20894  19.61624  -0.172
C  -2.75242  0.88154  19.37329  -0.454
C  -2.23710  0.79227  17.86358  -0.007
C  -2.98721  2.41082  19.57650  -0.040
N  -1.71485  0.32385  20.30540  -0.095
O  -0.48044  0.97606  20.22443  -0.022
H  0.12716  -1.18926  21.55082  0.064
H  -1.19877  -0.87267  22.61646  0.084
H  -0.97732  -2.57862  22.03711  0.091
H  -0.75680  -2.92936  19.84658  0.072
H  -1.30029  -2.18262  18.44895  0.072
H  0.23189  -1.65219  19.30275  0.068
H  -2.97182  -2.79618  20.63587  0.116
H  -3.42770  -1.52870  21.64872  0.124
H  -3.67407  -1.47573  18.47891  0.110
H  -4.86116  -1.88707  19.66639  0.117
H  -4.47151  0.33559  20.63079  0.125
H  -4.90986  0.58624  19.00014  0.126
H  -2.96987  1.16120  17.14593  0.082
H  -2.07600  -0.28189  17.77237  0.046
H  -1.29080  1.32424  17.76547  0.072
H  -3.31661  2.66667  20.58354  0.080
H  -3.78485  2.61741  18.86294  0.082
H  -2.08409  2.96201  19.31444  0.057
H  -0.28186  1.12985  21.15099  0.098
C  6.07463  5.58330  16.17970  -0.015
C  4.73768  5.38187  15.33567  -0.440
C  5.02360  4.36475  14.16215  -0.020
C  3.72254  4.66859  16.22601  -0.138
C  3.06142  5.56060  17.35590  -0.149
C  2.55659  6.87016  16.68939  -0.083
C  3.54434  7.64660  15.64976  -0.433
C  2.85144  8.65289  14.73661  -0.054
C  4.57625  8.55957  16.42501  -0.038
N  4.14603  6.62572  14.78669  -0.164
O  4.93073  7.14812  13.84161  -0.011
H  6.01789  5.85833  17.23290  0.063
H  6.62409  4.64207  16.16278  0.061
H  6.66487  6.38853  15.74228  0.076
H  4.16432  3.91536  13.66437  0.070
H  5.65741  4.80609  13.39300  0.075
H  5.54706  3.46864  14.49543  0.063
H  2.91978  4.42663  15.52949  0.096
H  4.22982  3.81392  16.67356  0.097
H  2.30614  4.91850  17.80907  0.086
H  3.83825  5.77111  18.09097  0.093
H  2.36200  7.46305  17.58310  0.098
H  1.59995  6.74734  16.18158  0.105
H  3.46745  9.08372  13.94731  0.083
H  2.42938  9.47839  15.30978  0.086
H  1.97948  8.18438  14.28023  0.083
H  4.04270  9.32869  16.98347  0.073
H  5.30498  9.15813  15.87842  0.078
H  5.19917  8.00563  17.12731  0.059
H  4.26604  7.38880  13.19211  0.105
C  8.82535  4.89470  22.14097  -0.031
C  8.06851  4.03636  23.14681  -0.473
C  8.00912  2.59509  22.61567  -0.025
C  8.99263  3.93309  24.38498  -0.133
C  9.03482  5.22203  25.23384  -0.179
C  7.63547  5.62739  25.63059  -0.180
C  6.72430  5.76232  24.45736  -0.483
C  5.34836  5.87036  25.25898  -0.021
C  6.92496  7.06314  23.66815  -0.017
N  6.76131  4.52474  23.67306  -0.056
O  5.76296  4.46366  22.64124  -0.022
H  9.53820  4.25870  21.61616  0.078
H  8.15565  5.25055  21.35806  0.090
H  9.41777  5.73736  22.49743  0.063
H  7.46555  1.83534  23.17727  0.069
H  7.48374  2.53538  21.66250  0.054
H  9.00752  2.21289  22.40304  0.085
H  8.51122  3.14456  24.96339  0.108
H  10.03022  3.61603  24.28023  0.123
H  9.63580  5.06674  26.12983  0.111
H  9.52324  6.04805  24.71687  0.102
H  7.76368  6.53754  26.21651  0.132
H  7.28917  4.79347  26.24111  0.109
H  4.55873  6.16255  24.56674  0.053
H  5.40831  6.71884  25.94060  0.085
H  4.91536  4.98906  25.73219  0.066
H  6.31757  7.08095  22.76325  0.073
H  7.89751  7.25104  23.21323  0.070
H  6.58417  7.95766  24.18951  0.086
H  5.12873  3.83991  23.00218  0.064
C  1.60066  -0.85160  27.11184  -0.034
C  2.75378  -0.48436  26.12082  -0.450
C  3.43642  -1.77179  25.62634  -0.055
C  2.20193  0.32910  24.88838  -0.095
C  3.26379  1.16664  24.14718  -0.191
C  4.12451  2.00275  25.01588  -0.160
C  4.79446  1.15687  26.16112  -0.402
C  6.01905  0.33325  25.52699  -0.011
C  5.21674  2.23724  27.19383  -0.043
N  3.79739  0.28405  26.85589  -0.108
O  4.41339  -0.35887  28.00432  -0.008
H  1.70954  -1.66032  27.83449  0.075
H  1.29214  -0.06476  27.80017  0.079
H  0.77088  -1.19928  26.49648  0.076
H  2.70768  -2.43766  25.16413  0.080
H  4.16534  -1.66253  24.82333  0.056
H  3.86991  -2.43475  26.37513  0.082
H  1.78446  -0.40777  24.20221  0.104
H  1.25556  0.80897  25.13777  0.112
H  3.97826  0.59417  23.55564  0.104
H  2.75147  1.80350  23.42604  0.101
H  3.49495  2.76984  25.46677  0.114
H  4.75406  2.59153  24.34870  0.095
H  6.13773  0.39500  24.44524  0.044
H  6.01868  -0.74305  25.69933  0.063
H  7.00272  0.74924  25.74483  0.069
H  5.71250  1.76438  28.04160  0.073
H  4.33003  2.68370  27.64384  0.084
H  5.83815  3.08593  26.90806  0.060
H  4.17855  0.28944  28.67225  0.088
C  13.59497  -2.89850  18.83283  -0.041
C  12.34395  -2.01187  18.53943  -0.419
C  11.44801  -2.58615  17.33855  -0.006
C  11.55599  -1.80966  19.91380  -0.118
C  10.48872  -0.73195  19.99204  -0.188
C  11.11508  0.61628  19.55085  -0.115
C  11.90399  0.49390  18.18439  -0.460
C  10.90425  0.47856  16.97077  -0.021
C  12.73407  1.79199  18.10589  -0.039
N  12.82070  -0.65179  18.22597  -0.115
O  13.62687  -0.72686  17.06049  -0.030
H  14.33249  -2.56666  19.56361  0.078
H  13.30834  -3.86800  19.24027  0.075
H  14.20419  -3.13727  17.96109  0.074
H  11.37930  -3.66563  17.20400  0.069
H  10.39920  -2.29344  17.38770  0.060
H  11.95364  -2.30494  16.41477  0.071
H  11.15312  -2.76485  20.25054  0.104
H  12.33746  -1.48903  20.60271  0.116
H  9.60547  -0.93129  19.38520  0.074
H  10.15574  -0.56513  21.01643  0.094
H  11.64581  0.88824  20.46326  0.117
H  10.41455  1.42122  19.32857  0.109
H  10.76989  1.49106  16.59014  0.067
H  9.92634  0.13356  17.30660  0.060
H  11.24679  -0.08332  16.10183  0.069
H  13.48991  1.75648  18.89045  0.086
H  12.10556  2.66834  18.26426  0.062
H  13.32330  1.84688  17.19053  0.080
H  14.45667  -0.25794  17.17514  0.101
C  -1.44292  5.00849  21.39491  -0.016
C  -0.44817  5.88851  20.54339  -0.470
C  -0.76075  5.80723  19.02419  -0.024
C  -0.63048  7.34730  20.89338  -0.170
C  -0.06893  7.92230  22.14240  -0.181
C  1.46883  7.61143  22.14330  -0.105
C  1.77770  6.05774  21.82948  -0.418
C  3.21231  6.12327  21.29819  -0.026
C  1.52121  5.24781  23.16598  -0.005
N  0.92958  5.48355  20.74675  -0.184
O  1.24383  4.23131  20.54501  -0.005
H  -1.19238  3.95626  21.52965  0.064
H  -1.41195  5.30179  22.44424  0.066
H  -2.44582  4.95891  20.97082  0.072
H  -1.77030  6.19479  18.88743  0.087
H  -0.09233  6.31999  18.33254  0.068
H  -0.69808  4.78530  18.65026  0.068
H  -0.33323  7.96726  20.04756  0.126
H  -1.70744  7.44610  21.02939  0.123
H  -0.27214  8.98897  22.23741  0.110
H  -0.47528  7.58686  23.09659  0.105
H  1.78238  7.82621  23.16489  0.104
H  2.01419  8.31064  21.50944  0.105
H  3.15155  6.84968  20.48780  0.079
H  3.63368  5.16472  20.99533  0.065
H  3.77891  6.52951  22.13607  0.072
H  0.47602  5.21920  23.47397  0.063
H  2.08261  5.58294  24.03812  0.070
H  1.71114  4.20026  22.93214  0.061
H  1.81343  4.30627  19.77590  0.072
C  1.35341  -2.04400  15.22977  -0.025
C  1.07309  -1.17777  13.96190  -0.464
C  1.78708  -1.75448  12.77617  -0.044
C  -0.48822  -1.36191  13.72744  -0.144
C  -1.07643  -0.42886  12.70378  -0.192
C  -0.82081  1.03604  13.08691  -0.145
C  0.66284  1.34070  13.19435  -0.457
C  1.31792  1.30605  11.78999  -0.017
C  0.81704  2.72953  13.89267  -0.019
N  1.27716  0.28754  14.11951  -0.082
O  2.63175  0.58031  14.37016  -0.031
H  1.02046  -3.06776  15.05903  0.089
H  2.38674  -2.17432  15.55122  0.055
H  1.00374  -1.56209  16.14279  0.066
H  1.81191  -2.84414  12.78686  0.086
H  1.32857  -1.49893  11.82088  0.073
H  2.85338  -1.53050  12.74561  0.079
H  -0.75573  -2.38895  13.47901  0.119
H  -1.03582  -1.18832  14.65377  0.111
H  -0.63519  -0.68114  11.73954  0.094
H  -2.15400  -0.59305  12.70371  0.115
H  -1.41730  1.23332  13.97763  0.116
H  -1.25487  1.63890  12.28925  0.123
H  2.32246  0.88555  11.83670  0.076
H  1.30742  2.32093  11.39248  0.079
H  0.79548  0.67359  11.07225  0.068
H  0.49496  3.44185  13.13309  0.080
H  1.79918  3.12263  14.15532  0.050
H  0.16334  2.73383  14.76490  0.080
H  2.64172  0.79164  15.30655  0.049
C  11.24583  5.21113  17.50027  -0.120
O  11.64969  5.50236  18.82338  -0.203
C  12.56399  6.61429  18.90231  -0.168
C  13.24428  6.76570  20.26433  -0.468
C  12.33619  6.50653  21.45306  -0.066
N  13.99335  7.96346  20.49666  0.025
H  12.11391  4.95901  16.89121  0.085
H  10.70215  6.04919  17.06420  0.088
H  10.59626  4.33694  17.45596  0.076
H  13.33150  6.52263  18.13378  0.123
H  11.94527  7.49752  18.74366  0.128
H  13.99842  5.98233  20.33990  0.127
H  11.40633  7.06075  21.32533  0.080
H  12.72508  6.56467  22.46967  0.080
H  12.03237  5.46156  21.39131  0.066
H  14.56013  7.76496  21.30873  0.073
H  14.67559  8.22329  19.79871  0.071

**Charge**: 0
**Structure (SMILES)**: CC1(C)CCCC(C)(C)N1O.CC1(C)CCCC(C)(C)N1O.CC1(C)CCCC(C)(C)N1O.CC1(C)CCCC(C)(C)N1O.CC1(C)CCCC(C)(C)N1O.CC1(C)CCCC(C)(C)N1O.CC1(C)CCCC(C)(C)N1O.CC1(C)CCCC(C)(C)N1O.CC1(C)CCCC(C)(C)N1O.CC1(C)CCCC(C)(C)N1O.CC1(C)CCCC(C)(C)N1O.COC[C@H](C)N
**DFT total energy**: -5615.65268 Eh
**Energy above the lowest of the compared OMol25 structures with the same formula, charge and spin**: 159.2 kcal/mol
**Strongest force on any atom**: 6.15 eV/Å
**Kohn-Sham gap**: 8.41 eV

***

No. 2
Molecular formula: C4H5NO2
Method: DFT, ωB97M-V/def2-TZVPD

Each line ends with the Löwdin charge.
Cartesian coordinates (Å):
O  -2.19987  0.77776  -0.81384  0.145
C  -1.33720  -0.06479  -0.34568  -0.020
C  0.03373  0.19691  -0.29510  -0.368
N  0.39452  1.38887  -0.83999  0.072
O  1.68770  1.43688  -0.64293  -0.031
C  2.09249  0.28220  0.02361  -0.145
C  1.07653  -0.59557  0.29170  -0.033
H  -1.71414  1.58462  -1.09836  0.140
H  -1.03192  -2.29231  1.89479  0.033
H  -1.76008  -0.99775  0.01746  0.119
H  3.15865  0.29503  0.21189  0.100
H  -0.40042  -2.01185  1.59644  -0.010

**Charge**: 0
**DFT total energy**: -360.43332 Eh
**Energy above the lowest of the compared OMol25 structures with the same formula, charge and spin**: 148.2 kcal/mol
**Strongest force on any atom**: 0.45 eV/Å
**Kohn-Sham gap**: 6.65 eV

***

No. 3
Molecular formula: C2H3NOPS
Method: DFT, ωB97M-V/def2-TZVPD

Each line ends with the Löwdin charge.
Cartesian coordinates (Å):
C  1.86364  -0.33776  0.07255  -0.370
C  0.48066  0.15401  0.06495  -0.064
N  2.41414  -1.39626  0.08403  -0.059
O  3.18704  -2.26773  0.08453  0.215
P  3.23192  1.36622  0.06139  0.629
S  5.03787  0.81398  0.03559  0.352
H  0.24271  0.60614  -0.89876  0.101
H  0.33129  0.90516  0.83814  0.090
H  -0.20311  -0.67548  0.23822  0.105

**Charge**: +1
**DFT total energy**: -947.15454 Eh
**Energy above the lowest of the compared OMol25 structures with the same formula, charge and spin**: 32.3 kcal/mol
**Strongest force on any atom**: 1.68 eV/Å
**Kohn-Sham gap (alpha / beta)**: 8.12 / 8.12 eV